The following is a DFT calculation (ωB97M-V/def2-TZVPD) of a cluster of 7 separate species, C24H48Br4O10S5 in total.

```
91
C24H48Br4O10S5 ωB97M-V/def2-TZVPD
H -12.13148 24.97212 -6.10543
O -8.26558 23.13276 -6.47804
H -10.01874 25.84686 -7.07500
H -18.48211 27.62320 -7.24141
H -11.12832 28.00675 -1.47971
C -14.99183 16.06081 -5.70854
H -13.92295 16.17345 -5.52807
C -16.35679 21.94944 -2.59902
H -10.62039 21.56237 -5.89968
O -13.26492 27.89464 -5.51625
H -11.13610 26.68541 -2.62312
O -15.35111 25.30492 -9.46331
H -16.37767 21.04788 -3.20509
H -16.69677 18.55780 -3.82582
H -13.56833 27.92531 -1.13797
C -16.65098 17.56912 -4.27055
H -17.61230 17.14591 -4.55937
H -9.11010 25.35894 -5.63195
C -21.09626 20.36189 1.57602
C -11.14386 23.52722 -4.86745
H -12.68752 23.80937 1.38435
C -13.11275 27.19528 -1.80860
H -17.02006 26.45913 -5.62570
S -9.58241 23.51786 -6.93561
H -18.40130 25.32119 -7.98976
C -17.50045 27.25962 -7.54610
Br -17.89713 21.96917 -1.40485
H -11.01770 28.69424 -4.08118
O -13.48546 22.96311 -0.99384
H -12.03804 23.21574 -4.32048
H -14.96784 26.72628 -2.99374
C -15.61304 15.42114 -4.47353
O -16.81553 17.55741 -6.88252
C -16.50027 26.98996 -6.44014
H -15.00664 25.47664 -6.18144
H -15.47502 21.91043 -1.96710
C -15.85159 16.54350 -3.47282
O -14.85394 18.73647 -5.83079
H -16.14838 27.85446 -5.87359
H -9.98087 23.22293 1.96749
H -11.67761 21.06882 -0.71812
S -13.45685 28.33943 -4.15727
H -13.50322 26.11184 -3.59762
S -15.80494 17.66567 -5.86750
C -16.39926 23.17052 -3.46582
H -20.89771 20.31876 2.64296
H -11.41219 25.64173 -4.64369
S -16.10671 25.09304 -8.25602
C -11.76102 23.75755 0.82052
C -11.84543 28.60723 -3.38525
H -13.01107 26.27904 -1.22483
O -11.52732 24.35491 -1.75764
H -10.40564 23.39889 -4.06713
C -17.66065 26.00950 -8.40718
Br -14.77876 23.18971 -4.53871
H -9.24654 22.94049 -0.23256
H -19.08644 20.56118 0.79683
H -10.65509 21.76597 -1.97747
O -16.31805 23.77682 -7.71788
C -11.70736 27.54834 -2.28546
H -19.58865 18.92280 1.17007
C -11.03297 21.91295 -0.96809
H -11.98736 29.58038 -2.90885
C -9.98230 22.19806 0.07716
Br -21.52277 22.21164 1.15818
H -16.45757 24.12617 -2.95471
C -10.72071 22.75389 1.32121
H -17.12271 28.06847 -8.18355
H -16.61188 15.02058 -4.69082
H -11.73415 22.65333 -6.67592
H -17.26261 23.13041 -4.12804
O -9.82792 23.43076 -8.35324
H -15.08441 14.54728 -4.09364
C -19.92802 19.87425 0.76175
H -17.94712 26.18862 -9.43825
H -11.15471 21.92838 1.88602
H -11.30604 24.74928 0.83207
C -13.91492 26.98698 -3.07410
H -16.38206 16.27493 -2.56025
H -14.60609 26.70332 -7.50083
H -9.44326 21.30120 0.38090
H -15.14118 15.40372 -6.56124
C -15.36122 26.12892 -6.97356
Br -20.39586 19.66590 -1.09911
C -11.25760 24.92770 -5.45180
O -14.30709 29.46704 -3.89202
S -12.10369 23.35415 -0.89588
C -10.83779 22.61506 -6.04663
H -21.97689 19.77060 1.34132
H -14.91364 17.02214 -3.16893
C -9.98826 25.14856 -6.24216
```

- 2S+1: 1
- Gap between HOMO and LUMO: 9.70 eV
- LUMO energy: -0.07 eV
- Energy relative to the best compared isomer or geometry (same formula, charge and spin): 0.0 kcal per mole

The following is a DFT calculation (ωB97M-V/def2-TZVPD) of a structure of composition C4H4CdO5.

```
14
C4H4CdO5 ωB97M-V/def2-TZVPD
H 1.00661 2.11194 0.11619
C 0.32177 0.80656 -1.51628
O -3.76126 -1.11516 2.12245
H 2.33462 1.52629 -0.92954
C -2.72445 -1.59464 1.76320
H -0.57973 1.43904 -1.47267
C 0.37239 -0.68859 0.23039
O 0.62835 -1.96477 0.51314
Cd -0.64231 -2.01257 1.97675
O 1.55575 0.12153 0.33760
C 1.37257 1.25594 -0.47384
H 0.71122 0.81857 -2.54304
O -0.62740 -0.18091 1.03172
O 0.03189 -0.52322 -1.15607
```

- 2S+1: 2
- Gap between HOMO and LUMO (spin up / spin down): 6.33 / 7.78 eV
- Net charge: -1
- LUMO energy (spin up / spin down): 3.80 / 3.39 eV
- Energy relative to the best compared isomer or geometry (same formula, charge and spin): 0.0 kcal per mole

The following is a DFT calculation (ωB97M-V/def2-TZVPD) of a structure of composition C13H12CaF12N2O17S4.

```
61
C13H12CaF12N2O17S4 ωB97M-V/def2-TZVPD
F -0.19817 3.44362 2.75134
O -0.55563 -4.15747 -0.24850
O 2.37737 0.76710 4.04966
F -1.68781 -2.68325 3.96755
O 0.78644 -1.92202 3.70951
N 0.18276 0.13661 2.43251
O -3.81429 1.45179 -1.22332
O -0.11179 -0.12442 5.04693
C -0.70488 3.48816 -0.62919
F 0.49530 -1.55484 -3.04629
O 0.49404 -2.15308 -0.08480
O -0.58609 4.11722 -1.79980
Ca 0.11499 0.01259 0.21083
C 0.33203 2.76558 3.69510
O 2.05727 0.32034 -0.88264
H -1.00577 -6.23231 -0.39821
C 0.52646 -3.40147 -0.19618
O -0.70267 1.22500 -3.16286
C -1.71360 4.96844 -1.89538
F -3.99142 -1.60992 -2.67715
F -5.39595 -1.29199 -0.87710
S -3.06046 0.26402 -0.74328
F -2.69820 -0.87197 4.02573
C 5.43823 1.46552 -0.73568
O 4.05484 -0.17810 0.05690
C -4.04017 -1.44075 -1.31941
H 6.20480 -0.53505 -0.53105
F -1.43141 -2.47802 -3.45681
F -3.46800 -2.44741 -0.79971
H -3.26530 4.88815 -0.46186
S 1.38841 1.23592 2.99675
O 1.90554 1.63444 1.70492
C -0.70496 -1.42134 -3.58976
C -1.79703 -1.53127 3.43222
H 1.69062 -6.14428 -1.10936
N -1.41127 -0.13642 -1.34399
O 1.58297 -4.22666 -0.37525
F -1.98222 -1.58511 2.07108
C -0.30024 -5.49790 -0.78676
H -0.40007 -5.57842 -1.86919
O 4.05179 1.60138 -1.30152
H 5.69020 2.32734 -0.11771
F 1.10320 3.56275 4.41542
C 1.19045 -5.58824 -0.31641
H 1.20660 -6.10858 0.64123
O 0.04109 2.54570 -0.39587
H -1.34781 5.93175 -2.25080
S -1.61527 0.10676 -2.86760
C 5.47423 0.11000 -0.04292
O -1.58881 4.05387 0.19788
H 5.71761 0.11732 1.01954
F -0.61047 2.23790 4.44981
O -2.91366 0.24546 -3.46207
F -0.49570 -1.25315 -4.91314
S -0.01830 -0.71901 3.75077
H 6.01628 1.48671 -1.65953
C -2.21913 5.19350 -0.48137
H -2.39046 4.36129 -2.49649
H -2.11232 6.17115 -0.01137
O -3.08585 0.09621 0.68614
C 3.30165 0.53883 -0.75144
```

- 2S+1: 2
- Gap between HOMO and LUMO (spin up / spin down): 9.08 / 3.12 eV
- Net charge: +1
- LUMO energy (spin up / spin down): -3.06 / -9.01 eV

The following is a DFT calculation (ωB97M-V/def2-TZVPD) of an isolated molecule of C5H10O.

```
16
C5H10O ωB97M-V/def2-TZVPD
H 2.82694 -0.10330 -1.22539
H -1.92109 -0.43766 1.67038
H -0.27197 -0.51848 2.32048
C -0.89710 -0.07043 1.54254
C -0.39173 -0.40862 0.14011
H -0.96645 -0.05122 -1.93574
O 1.46011 0.98580 0.77548
H 2.37927 1.19924 0.56705
H 1.47678 -1.26807 -1.69807
C 1.04827 0.00897 -0.08019
H -1.26668 1.31913 -0.85260
C -1.29235 0.22591 -0.92844
H -0.90011 1.01293 1.69758
H -2.33023 -0.10168 -0.79874
H -0.42438 -1.49653 0.00514
C 1.82694 -0.48298 -1.04359
```

- 2S+1: 1
- Gap between HOMO and LUMO: 9.64 eV
- LUMO energy: 0.88 eV
- Energy relative to the best compared isomer or geometry (same formula, charge and spin): 14.0 kcal per mole

The following is a DFT calculation (ωB97M-V/def2-TZVPD) of a structure of composition C28H22ClF6N4O4PPdS.

```
68
C28H22ClF6N4O4PPdS ωB97M-V/def2-TZVPD
H -2.58795 -5.47850 -1.98523
C -0.65180 -4.39881 3.03170
H -1.93244 -4.10218 -0.03959
O 3.51871 6.20815 0.30498
H -1.48053 -7.67792 2.84811
C 4.24808 2.68517 0.41122
F 0.40226 2.65346 -3.76949
C -2.75149 2.69917 0.65851
O 3.79937 0.37737 1.71044
F 2.52717 2.24268 -2.97277
H 1.13699 -3.53009 2.19601
C -2.18310 2.85357 -1.66183
H 1.82808 -5.60743 1.07357
H -2.29776 0.18305 -1.60271
C -0.52576 -2.24327 -2.54061
H -1.91635 -4.79454 -4.27034
C 2.23697 6.68381 0.72342
C -2.28819 4.22833 -1.59702
O 1.83105 0.07411 0.68979
H 2.34724 7.29698 1.61418
C -0.76700 -1.54501 2.08406
H 0.92139 2.84303 1.35577
H -2.71992 0.04075 0.15132
S -0.50686 0.19273 2.01669
C 2.22487 4.46204 0.86067
O 1.45034 5.53110 1.02799
H 1.77501 7.25275 -0.07839
C 0.92911 -5.59882 1.67663
Pd -0.11985 0.39439 -0.34873
C 2.94038 2.24618 0.80544
P 1.13328 1.50359 -2.95877
H -2.70261 5.91955 -0.33600
C 1.91162 3.14262 1.05185
H 5.01793 1.93480 0.30208
C -1.35254 -5.59174 3.26573
C 2.82139 0.76766 1.07501
N -1.16075 -3.24551 3.61596
H -2.12149 4.81877 -2.48895
H -1.75413 -3.37544 4.42124
H -2.24578 -5.57878 3.88255
N -1.00559 -1.96183 3.33833
H 0.52646 -7.68735 1.39293
C -2.19039 0.59929 -0.60816
C -0.90189 -3.01497 -3.61498
C 3.51073 4.89073 0.40999
F 0.73251 2.31595 -1.52513
C -2.37046 2.04783 -0.53023
N -0.58442 -1.80929 -0.19794
C -1.64346 -4.18135 -3.42156
F 1.74346 0.31276 -2.01893
H 5.51092 4.33749 -0.17203
C -0.92408 -2.61362 -1.24003
C 0.52627 -4.41722 2.27266
C -2.61242 4.84176 -0.39574
C -2.01218 -4.57315 -2.13244
C -2.86389 4.07414 0.73182
F -0.34767 0.72494 -2.76149
H 0.10181 -1.37436 -2.67257
H -3.17054 4.53418 1.66298
H -0.61772 -2.71369 -4.61493
C 4.53988 4.00450 0.16701
C -1.66154 -3.80781 -1.04463
N -0.80042 -2.28117 1.02124
Cl -3.15994 1.77886 2.06896
F 1.41828 0.65351 -4.25342
H -1.95094 2.38192 -2.60537
C 0.20164 -6.76708 1.86102
C -0.92932 -6.76275 2.67817
```

- 2S+1: 6
- Gap between HOMO and LUMO (spin up / spin down): 6.09 / 5.08 eV
- Net charge: +1
- LUMO energy (spin up / spin down): -4.05 / -6.28 eV
- Energy relative to the best compared isomer or geometry (same formula, charge and spin): 12.8 kcal per mole

Largest force on an atom list, top to bottom, in eV/Å: 1.578; 6.518; 7.522; 0.329; 2.323